Entry 1:
36
Properties=species:S:1:pos:R:3:forces:R:3 method="wB97M-V/def2-TZVPD" orbital_gap_ev="3.2 / 2.7" lumo_ev="5.104 / 4.529" max_force_ha_per_bohr=0.1051 total_charge=-2 spin_multiplicity=8 homo_ev="1.88 / 1.82"
Eu -0.16631 -0.23777 -1.25962 -0.634 -0.220 0.219
S -0.30079 1.39358 1.74397 1.140 -5.278 0.222
O -0.01634 -2.34270 1.23825 -0.019 -0.763 0.175
O 0.93583 2.11669 1.54858 -0.306 1.037 0.187
O -1.54422 1.97066 1.30771 -0.533 1.253 -0.059
N 1.15512 1.38390 -2.01243 0.470 2.612 0.675
N -0.15152 -0.10097 0.99621 -0.132 1.967 0.526
C -0.36047 -1.03345 5.57949 0.043 -0.757 -0.426
C -1.28510 1.99417 -2.45119 1.566 0.635 -0.164
C 0.13222 -2.65433 -2.02686 -0.074 -0.263 -1.226
C 1.42333 -2.19674 -2.45471 -0.694 0.077 -0.220
C 0.85304 2.66900 -3.84142 -1.007 0.068 0.100
C -0.45706 0.37541 5.68466 -0.105 1.612 0.450
C -0.26357 -1.61402 4.32214 -0.039 -0.383 1.407
C -0.12789 -1.22568 1.77135 -0.158 1.319 1.232
C 1.23623 -1.26818 -3.52354 -0.723 -0.181 -0.032
C -0.45918 1.18219 4.52593 -0.044 -0.577 0.167
C -0.17358 -1.14702 -3.77511 0.429 -0.718 0.076
C -0.86538 -2.01907 -2.86105 1.167 -0.817 -0.681
C -0.25572 -0.82517 3.17833 0.251 -2.005 -1.851
C -0.36993 0.55221 3.29779 -0.330 3.558 1.199
C 0.21512 2.11198 -2.72858 1.594 -1.748 -0.014
H 2.15064 1.61427 -2.27824 -1.790 -0.237 0.309
H -0.63748 -0.46581 -4.50396 0.272 -0.418 0.390
H 0.32876 2.88810 -4.73655 -0.322 0.577 -0.738
H 2.39153 -2.50107 -2.02849 -0.624 0.235 -0.163
H -1.82436 2.52634 -1.63931 0.909 -0.652 -0.344
H -1.89747 1.56211 -3.24135 0.098 0.495 -0.170
H -0.18624 -2.69014 4.21162 0.015 -0.028 0.004
H -1.94629 -2.12781 -2.77676 0.247 -0.055 -0.014
H 1.93882 2.60318 -3.79058 -0.292 0.413 -0.568
H 2.02465 -0.69454 -4.04230 -0.554 -0.396 0.401
H -0.53638 2.27702 4.56514 0.042 -0.457 0.159
H -0.06428 -3.30349 -1.17251 0.087 0.229 -0.308
H -0.36259 -1.63065 6.50359 0.009 0.112 -0.529
H -0.53311 0.85779 6.66979 0.037 -0.246 -0.392

Entry 2:
112
Properties=species:S:1:pos:R:3:forces:R:3 method="wB97M-V/def2-TZVPD" orbital_gap_ev=5.3 lumo_ev=3.903 max_force_ha_per_bohr=0.0719 total_charge=-2 de_lowest_ev=1.953 homo_ev=-1.37
Ba 0.31077 -0.70218 -0.31998 -3.558 0.814 -0.589
I -3.69205 -1.63491 -0.16267 0.401 -0.190 0.444
Cl 6.73661 -4.83865 2.18522 0.268 -0.185 0.098
Cl 2.13289 -4.58186 -0.59088 -0.130 -0.246 -0.167
P 0.00779 -1.88135 -4.12024 -0.236 -1.068 -2.713
O 2.02766 -1.88405 0.40170 2.234 -1.515 0.767
O 2.79067 0.06777 2.25626 0.086 -0.090 0.046
N 2.32604 1.00034 -0.91492 0.698 0.551 -0.018
N 0.01387 1.81082 0.32014 0.038 0.295 -0.320
N -2.45912 2.14387 -1.02525 -0.072 -0.181 -0.108
N 0.15616 -1.25448 -2.76236 0.146 0.219 0.153
C 1.86606 1.56187 -2.16912 -0.127 0.198 -0.525
C 1.26045 -1.15134 -5.48242 -0.176 0.014 0.330
C 3.30010 -3.85328 0.44198 -0.076 0.058 0.062
C -2.19600 -0.20595 -4.52982 0.046 0.042 0.036
C -1.13651 2.04162 1.03480 -0.159 0.209 0.272
C -2.19314 -3.34845 3.62352 -0.073 0.045 -0.266
C -2.27290 2.24078 3.18355 -0.123 0.025 0.170
C 1.22759 3.56416 1.50779 -0.217 0.100 0.054
C -1.63636 3.06987 -1.76516 0.138 0.212 -0.028
C -1.00795 -3.39801 4.37864 0.275 0.097 0.223
C -3.47938 2.45545 2.54155 -0.155 0.030 0.043
C 0.03935 -1.94830 2.77533 -0.515 -0.035 -0.348
C 3.61386 3.69672 1.33125 0.211 0.201 0.186
C -0.06331 -4.64312 -5.38913 -0.058 0.300 0.081
C -0.35188 -4.38268 -2.92430 -0.039 0.117 0.112
C -2.18986 -2.63802 2.37092 0.410 -0.165 0.489
C -1.02168 -1.96797 1.88348 -0.506 0.081 0.070
C -4.55682 -3.82817 3.47088 0.146 -0.122 0.187
C 3.53471 0.24102 -1.11780 0.338 -0.224 0.016
C 2.41744 4.16710 1.84786 0.196 0.105 0.056
C 2.62326 -1.03421 -4.79383 0.044 -0.074 0.148
C 3.00780 -2.50291 0.85680 1.310 -0.679 0.622
C 3.57322 2.64659 0.42393 0.105 -0.063 -0.133
C 1.43761 -1.83327 -6.83856 -0.133 -0.066 0.236
C -2.38800 2.22004 0.38327 0.139 0.024 0.092
C -3.52493 2.43725 1.15422 -0.182 0.095 0.046
C -3.76225 2.00395 -1.62488 0.065 -0.056 0.001
C 5.31159 -3.95842 1.70743 -0.067 0.115 0.043
C -1.77077 -1.62283 -4.91561 0.274 0.028 0.341
C 1.16097 2.42682 0.66903 0.089 0.524 0.101
C -1.99864 -1.85844 -6.40613 0.240 0.036 0.193
C 3.94943 -1.97397 1.81407 -0.455 -0.555 -0.657
C 0.75997 0.27384 -5.72030 -0.090 0.013 0.049
C 3.73063 -0.67964 2.41412 0.058 0.562 0.476
C 0.32923 -3.81422 -4.16851 -0.040 0.402 0.218
C 1.83454 -3.94839 -3.93988 -0.004 0.121 -0.049
C -3.44234 -2.61529 1.72434 -0.620 0.176 -0.573
C -4.58948 -3.15738 2.24258 -0.059 0.148 -0.336
C 4.40709 -4.55860 0.82704 -0.043 0.285 0.104
C -1.13358 2.03465 2.43573 -0.048 -0.049 -0.035
C -3.36809 -3.93971 4.13069 -0.178 -0.091 0.125
C -2.69302 -2.55232 -4.13041 0.118 0.004 0.059
C 0.06933 -2.65602 3.98297 0.083 -0.239 0.334
C 5.07703 -2.70515 2.20599 -0.111 0.045 -0.053
C 2.39264 2.02015 0.08016 0.068 0.399 0.211
H 1.54188 0.76234 -2.82781 -0.098 -0.130 -0.106
H 0.11666 -5.32439 -2.63172 0.064 -0.120 -0.006
H -4.32907 1.22905 -1.11172 -0.066 0.030 0.031
H 1.01965 2.21372 -1.98119 -0.082 -0.006 -0.010
H -1.40885 -4.57405 -3.07844 -0.109 -0.009 0.027
H -5.52620 -3.06762 1.71188 -0.015 0.029 -0.082
H 4.57734 -5.56158 0.46423 -0.030 -0.035 -0.026
H 0.48906 -1.98152 -7.34447 -0.116 -0.043 -0.147
H -1.50390 2.68859 -2.77977 0.049 0.061 -0.080
H 2.06499 -1.20491 -7.47926 0.054 0.058 -0.036
H 5.75943 -2.26461 2.92124 0.077 0.029 0.032
H -0.98905 -3.99028 5.28837 -0.015 0.069 0.051
H 0.90663 -1.36297 2.53157 0.429 0.147 -0.054
H 2.39768 -3.80274 -4.85888 0.077 0.050 -0.081
H 3.29661 -0.66536 -1.67445 -0.012 -0.061 -0.084
H 1.93166 -2.79715 -6.74566 0.056 -0.123 -0.007
H 0.96480 -2.61657 4.59524 0.037 -0.079 0.071
H 2.08056 -4.93826 -3.54992 -0.034 -0.093 -0.017
H 3.15288 -0.12975 -5.10384 -0.020 0.080 -0.066
H 2.40610 5.01890 2.52234 0.022 -0.019 -0.020
H 2.14559 -3.21134 -3.20257 0.205 -0.053 0.082
H 2.46277 -0.98406 -3.71902 0.178 0.073 0.122
H -0.66409 3.15152 -1.28734 -0.047 0.017 -0.040
H 4.54904 -0.38619 3.11502 -0.017 0.039 0.001
H -3.31180 -4.44922 5.08598 -0.014 -0.043 0.068
H 1.55120 0.91082 -6.12922 0.074 -0.072 -0.033
H 0.30313 3.97199 1.89845 0.055 -0.072 0.023
H -0.24320 -3.67063 -2.10552 -0.050 -0.085 0.116
H 4.50374 2.32641 -0.02826 0.002 -0.126 -0.032
H 4.31088 0.78522 -1.68406 -0.081 0.073 0.021
H 0.32274 -5.65843 -5.26171 0.023 -0.100 -0.004
H -3.06915 -1.79055 -6.61594 -0.129 0.002 -0.027
H -2.22086 2.23068 4.26690 0.003 -0.055 -0.016
H -4.47763 2.62469 0.67367 0.038 -0.088 -0.067
H -3.63286 1.69453 -2.66500 0.010 0.027 -0.001
H -2.59891 -3.58647 -4.44939 -0.001 -0.131 0.033
H -1.83532 -0.00085 -3.52217 0.006 0.149 0.119
H 3.95028 -0.05692 -0.15837 0.014 -0.001 -0.004
H 2.65340 2.14812 -2.67696 0.026 -0.022 0.148
H 0.43346 0.69973 -4.77391 -0.042 0.220 0.025
H -5.46922 -4.23818 3.88315 -0.048 -0.070 0.024
H -4.38597 2.63251 3.10951 0.000 -0.030 -0.023
H -3.73578 -2.25683 -4.26829 -0.090 0.055 -0.049
H -4.34692 2.94347 -1.62713 -0.006 -0.031 0.057
H -2.08938 4.07800 -1.82027 -0.057 -0.060 -0.014
H -0.06920 0.29181 -6.42393 -0.123 0.059 -0.014
H -2.45247 -2.47039 -3.07278 -0.134 -0.141 0.172
H -1.65933 -2.84457 -6.70850 0.020 -0.158 -0.132
H -1.14323 -4.71341 -5.49918 -0.107 -0.023 -0.058
H -1.81048 0.54926 -5.20838 0.062 0.108 -0.029
H -0.19054 1.84313 2.92626 0.084 -0.047 0.060
H -3.28459 -0.12664 -4.52942 -0.167 -0.021 -0.058
H 4.56244 4.14327 1.60835 -0.027 0.009 -0.015
H 0.35242 -4.23746 -6.30719 0.036 -0.012 -0.160
H -1.49858 -1.11552 -7.02196 0.059 0.067 -0.100
H 3.27382 -1.87845 -5.01333 0.004 -0.090 0.044

Entry 3:
10
Properties=species:S:1:pos:R:3:forces:R:3 method="wB97M-V/def2-TZVPD" orbital_gap_ev=13.2 lumo_ev=-3.695 max_force_ha_per_bohr=0.0372 total_charge=+1 de_lowest_ev=0.671 homo_ev=-16.89
O -0.50871 0.40357 -2.24096 0.166 0.595 0.533
O 0.32069 -0.06132 2.39058 -0.002 -0.227 -0.358
O 0.37574 -0.48596 -0.09465 -0.318 -1.805 -0.551
H -0.64688 -0.03265 -3.07163 -0.019 -0.399 -0.810
H 0.18702 -0.46401 3.25311 -0.005 -0.269 0.035
H 0.26297 0.88515 2.52610 -0.022 0.353 0.068
H 0.66484 0.13181 -0.80810 -0.397 0.225 0.389
H -0.18197 -1.18308 -0.48157 0.068 0.341 -0.168
H 0.31524 -0.50906 0.91544 0.557 1.224 0.853
H -0.78894 1.31554 -2.38832 -0.029 -0.038 0.010